# 1
{"formula": "CH3NS2", "method": "ωB97M-V/def2-TZVPD", "relative_energy_kj_mol": 344.4, "spin_multiplicity": 1, "fmax_ev_per_a": 6.04, "total_energy_ha": -890.89712, "homo_lumo_gap_ev": 7.4, "lumo_energy_ha": -0.0258, "homo_energy_ev": -8.124, "species": ["C", "N", "S", "S", "H", "H", "H"], "xyz": [[0.505504, 0.182021, 0.165977], [-0.450185, -0.753130, -0.079861], [2.926238, -0.078746, 0.029205], [-0.051257, 1.833267, 0.003940], [-0.319516, -1.671458, -0.245291], [-1.440881, -0.430201, -0.124640], [1.150849, 2.177009, -0.032348]], "forces_ev_per_a": [[1.011, -1.561, -1.892], [-0.495, 5.855, 1.387], [-3.571, 0.244, 0.302], [-2.086, -1.838, 0.548], [1.169, -3.529, -0.261], [1.144, -0.483, -0.121], [2.826, 1.313, 0.035]]}



# 2
{"formula": "CH3NS2", "method": "ωB97M-V/def2-TZVPD", "relative_energy_kj_mol": 121.7, "spin_multiplicity": 1, "smiles": "NSC=S", "fmax_ev_per_a": 5.54, "total_energy_ha": -890.98196, "homo_lumo_gap_ev": 8.5, "lumo_energy_ha": -0.0095, "homo_energy_ev": -8.765, "species": ["N", "S", "C", "S", "H", "H", "H"], "xyz": [[0.006902, -0.413871, 0.436607], [0.630222, 1.065392, 0.972207], [0.181383, 2.132585, -0.310399], [0.880618, 3.602592, -0.495354], [0.708784, -1.035801, -0.164522], [-0.232027, -1.021766, 1.116877], [-0.494153, 1.779435, -1.014562]], "forces_ev_per_a": [[2.760, -0.115, -4.803], [0.205, 0.049, -0.162], [1.908, 1.280, 1.150], [-0.460, -0.656, 0.266], [-1.645, 2.226, 1.470], [-1.388, -1.848, 3.198], [-1.380, -0.936, -1.119]]}



# 3
{"formula": "CH3NS3", "method": "ωB97M-V/def2-TZVPD", "relative_energy_kj_mol": 57.4, "spin_multiplicity": 1, "smiles": "NSC(=S)S", "fmax_ev_per_a": 2.57, "total_energy_ha": -1289.16989, "homo_lumo_gap_ev": 8.5, "lumo_energy_ha": -0.0027, "homo_energy_ev": -8.528, "species": ["N", "S", "C", "S", "S", "H", "H", "H"], "xyz": [[1.780444, -0.331675, 0.271248], [0.588286, -1.169690, -0.540350], [-0.928891, 0.247999, -0.203164], [-0.415894, 1.743263, 0.045460], [-2.502751, -0.390482, -0.304425], [2.625600, -0.219383, -0.275686], [1.977857, -0.675127, 1.206188], [-3.124651, 0.795095, -0.199272]], "forces_ev_per_a": [[0.349, -0.379, -0.043], [-2.009, 1.349, 0.742], [2.427, -0.611, -0.581], [-0.332, -0.204, 0.114], [-0.138, -0.375, -0.056], [-0.216, 0.210, 0.085], [-0.058, 0.029, -0.259], [-0.024, -0.019, -0.001]]}



# 4
{"formula": "CH3NS3", "method": "ωB97M-V/def2-TZVPD", "relative_energy_kj_mol": 229.9, "spin_multiplicity": 1, "fmax_ev_per_a": 2.19, "total_energy_ha": -1289.10418, "homo_lumo_gap_ev": [7.0, 6.1], "lumo_energy_ha": [-0.0600, -0.1002], "homo_energy_ev": [-8.608, -8.825], "species": ["C", "N", "S", "S", "S", "H", "H", "H"], "xyz": [[0.906678, 0.049190, -1.238460], [1.121989, 0.199581, 0.048683], [1.763677, 0.832305, -2.467953], [-2.199327, -0.206354, 0.886961], [-0.711432, -0.212869, 2.243628], [0.347675, -0.803685, -1.581159], [1.862006, 0.900007, 0.280788], [-3.091266, -0.758175, 1.827512]], "forces_ev_per_a": [[0.995, 0.092, 1.875], [0.741, -0.415, -1.787], [0.384, 0.546, -0.317], [-0.301, -0.593, 2.091], [-0.518, 0.233, -0.200], [-0.811, -0.156, 0.283], [-0.980, -0.136, -0.497], [0.490, 0.429, -1.448]]}



# 5
{"formula": "CH3NS3", "method": "ωB97M-V/def2-TZVPD", "relative_energy_kj_mol": 11.3, "spin_multiplicity": 3, "fmax_ev_per_a": 4.04, "total_energy_ha": -1289.02497, "homo_lumo_gap_ev": [6.9, 5.2], "lumo_energy_ha": [0.0057, -0.1054], "homo_energy_ev": [-6.762, -8.092], "species": ["C", "N", "S", "S", "S", "H", "H", "H"], "xyz": [[-0.475560, -0.137921, -0.133697], [-1.025578, -0.163299, 1.007746], [1.983365, -0.480403, 0.130306], [-1.034122, -0.152422, -1.726784], [-0.550227, -0.409783, 2.571395], [-1.930238, 0.214624, 0.993974], [0.166447, 0.196132, -2.034060], [1.933653, -1.063684, 1.393418]], "forces_ev_per_a": [[3.510, -1.167, -1.617], [-2.272, 0.626, 0.740], [0.212, -0.430, 0.839], [-1.592, 0.279, 1.567], [0.851, -0.230, 0.538], [-2.191, 0.203, 0.307], [1.571, 0.162, -1.210], [-0.090, 0.558, -1.165]]}



# 6
{"formula": "CH3NSSi", "method": "ωB97M-V/def2-TZVPD", "relative_energy_kj_mol": 59.3, "spin_multiplicity": 1, "smiles": "N#C[SiH2]S", "fmax_ev_per_a": 2.42, "total_energy_ha": -782.31907, "homo_lumo_gap_ev": 9.7, "lumo_energy_ha": -0.0255, "homo_energy_ev": -10.399, "species": ["N", "C", "Si", "S", "H", "H", "H"], "xyz": [[4.038262, -0.389694, 0.061604], [2.903054, -0.272925, -0.035074], [0.960019, -0.176327, -0.224447], [-0.910422, -1.490735, -0.035476], [0.862588, 0.122284, -1.640533], [0.685287, 0.820510, 0.805989], [-1.205466, -1.119699, 1.203015]], "forces_ev_per_a": [[0.720, 0.111, 0.041], [-2.221, -0.949, 0.031], [-0.414, -0.239, 0.317], [1.918, 0.401, -0.443], [-0.008, 0.270, -0.242], [-0.076, 0.288, -0.108], [0.081, 0.118, 0.403]]}



# 7
{"formula": "CH3NSi", "method": "ωB97M-V/def2-TZVPD", "relative_energy_kj_mol": 33.8, "spin_multiplicity": 1, "smiles": "N#C[SiH3]", "fmax_ev_per_a": 6.08, "total_energy_ha": -384.10349, "homo_lumo_gap_ev": 12.7, "lumo_energy_ha": 0.0192, "homo_energy_ev": -12.154, "species": ["N", "C", "Si", "H", "H", "H"], "xyz": [[-2.462288, -0.132326, 0.035853], [-1.379914, 0.051450, -0.198937], [0.636400, 0.021924, -0.031728], [1.170773, 0.991702, -0.980006], [1.128808, 0.374709, 1.385154], [0.906223, -1.307458, -0.210337]], "forces_ev_per_a": [[-3.839, -0.490, 0.490], [6.060, 0.531, 0.072], [-2.211, 2.328, 1.319], [0.078, -0.044, -0.243], [-0.705, -0.081, -0.989], [0.616, -2.244, -0.649]]}



# 8
{"formula": "CH3O12S2Tl", "method": "ωB97M-V/def2-TZVPD", "total_charge": -3, "spin_multiplicity": 2, "fmax_ev_per_a": 6.46, "total_energy_ha": -1911.45894, "homo_lumo_gap_ev": [2.8, 2.8], "lumo_energy_ha": [0.2176, 0.2178], "homo_energy_ev": [3.091, 3.132], "species": ["Tl", "S", "O", "O", "O", "O", "S", "O", "O", "O", "O", "O", "C", "O", "O", "H", "O", "H", "H"], "xyz": [[-1.253266, 0.693704, -0.685342], [0.068924, -2.688696, -1.595352], [-1.306626, -2.318186, -1.432392], [0.670504, -1.421856, -1.177332], [0.293454, -3.730606, -0.587962], [0.417784, -3.140406, -2.894212], [0.094114, -1.204926, 2.071768], [1.114224, -2.215776, 2.096118], [0.664704, -0.116666, 1.314668], [-0.977446, -1.765916, 1.243048], [-0.430546, -0.888706, 3.393418], [2.313544, 3.402454, -1.058712], [2.450904, 2.092744, -0.654172], [3.446804, 1.770584, 0.029588], [1.671984, 1.181044, -1.068332], [2.865764, 3.659994, -0.316872], [-3.682946, 2.129884, 0.304478], [-4.081646, 3.000064, 0.311998], [-4.340226, 1.561274, 0.705598]], "forces_ev_per_a": [[2.170, -1.567, 1.129], [1.223, -2.208, 3.532], [-4.126, 1.149, -0.956], [1.102, 1.199, -0.445], [0.663, -0.290, -0.477], [0.727, -0.405, -2.980], [-0.441, -2.411, -1.187], [2.320, -2.034, 1.629], [0.060, 4.274, -0.899], [-2.972, 0.242, -0.883], [-0.382, 1.169, 1.852], [-0.299, 0.545, 0.595], [-0.632, -6.350, -1.018], [0.763, 2.317, 0.522], [-0.580, 2.794, -0.600], [0.626, 1.437, 0.060], [-0.169, 0.230, -0.093], [-0.025, 0.301, 0.013], [-0.028, -0.393, 0.205]]}



# 9
{"formula": "CH3O3", "method": "ωB97M-V/def2-TZVPD", "relative_energy_kj_mol": 12.1, "total_charge": -1, "spin_multiplicity": 1, "fmax_ev_per_a": 0.66, "total_energy_ha": -265.69322, "homo_lumo_gap_ev": 8.7, "lumo_energy_ha": 0.1635, "homo_energy_ev": -4.300, "species": ["O", "H", "O", "C", "O", "H", "H"], "xyz": [[-1.045126, -0.115503, 2.418849], [-1.506976, -0.948309, 2.290169], [0.974062, 0.907558, -1.604943], [0.462675, -0.155325, -1.210385], [-0.023815, -0.434622, -0.088000], [0.379695, -0.957519, -1.993999], [-0.622756, 0.019565, 1.533148]], "forces_ev_per_a": [[0.011, 0.112, -0.173], [0.045, 0.017, -0.021], [0.072, -0.163, 0.088], [-0.195, 0.590, -0.214], [0.007, -0.239, 0.037], [0.053, -0.175, 0.136], [0.008, -0.142, 0.149]]}



# 10
{"formula": "CH3O3", "method": "ωB97M-V/def2-TZVPD", "relative_energy_kj_mol": 13.0, "total_charge": -1, "spin_multiplicity": 1, "fmax_ev_per_a": 0.76, "total_energy_ha": -265.69286, "homo_lumo_gap_ev": 8.7, "lumo_energy_ha": 0.1639, "homo_energy_ev": -4.248, "species": ["O", "H", "O", "C", "O", "H", "H"], "xyz": [[-0.850408, -1.924182, -0.742926], [-0.310882, -1.125508, -0.560375], [-0.014694, 1.145026, 1.387172], [0.561803, 1.329711, 0.313761], [0.756270, 0.541972, -0.643704], [0.995942, 2.351374, 0.161134], [-1.138028, -2.318393, 0.084935]], "forces_ev_per_a": [[-0.130, -0.355, -0.345], [0.040, 0.201, 0.225], [-0.400, -0.183, 0.623], [0.377, 0.045, -0.495], [-0.202, -0.350, -0.032], [0.061, 0.198, -0.040], [0.254, 0.444, 0.065]]}